Below is C41H38BCsF4N6O3P2 as an isolated structure, with properties calculated with ωB97M-V with the def2-TZVPD basis set.

Properties
* highest occupied orbital energy: -7.37 eV
* total energy: -3267.0269 hartree
* F_max: 0.014 hartree/bohr

Geometry (Å):
Cs (-0.662, 0.946, 0.415)
N (-0.693, 4.761, 2.810)
C (-0.253, 4.018, 1.778)
N (-0.746, 4.007, 0.584)
C (-1.928, 4.712, 0.355)
N (-2.626, 4.517, -0.705)
N (-2.202, 3.463, -1.485)
C (-2.037, 3.701, -2.714)
C (-1.680, 2.594, -3.633)
C (-1.623, 2.825, -5.001)
C (-1.339, 1.774, -5.858)
C (-1.119, 0.519, -5.325)
C (-1.174, 0.382, -3.941)
N (-1.435, 1.382, -3.110)
C (-2.379, 5.672, 1.374)
C (-3.429, 6.563, 1.166)
C (-3.865, 7.381, 2.189)
C (-3.256, 7.310, 3.443)
C (-2.208, 6.442, 3.665)
C (-1.761, 5.627, 2.624)
H (-0.443, 4.467, 3.750)
H (0.603, 3.385, 1.995)
H (-2.194, 4.698, -3.129)
H (-1.811, 3.821, -5.383)
H (-1.296, 1.934, -6.928)
H (-0.898, -0.334, -5.953)
H (-0.978, -0.577, -3.470)
H (-3.897, 6.583, 0.190)
H (-4.682, 8.072, 2.025)
H (-3.606, 7.943, 4.249)
H (-1.726, 6.378, 4.633)
O (1.868, 0.101, 1.174)
P (2.067, -1.350, 1.374)
C (2.600, -2.135, -0.187)
P (1.362, -2.013, -1.537)
O (0.094, -1.299, -1.209)
C (1.047, -3.729, -2.004)
C (-0.268, -4.057, -2.323)
C (-0.593, -5.355, -2.690)
C (0.395, -6.329, -2.743)
C (1.709, -6.007, -2.427)
C (2.036, -4.711, -2.055)
C (2.236, -1.191, -2.884)
C (1.933, 0.155, -3.084)
C (2.591, 0.873, -4.072)
C (3.553, 0.252, -4.857)
C (3.859, -1.088, -4.657)
C (3.204, -1.810, -3.671)
C (0.613, -2.222, 1.977)
C (0.388, -3.553, 1.626)
C (-0.714, -4.229, 2.128)
C (-1.589, -3.578, 2.988)
C (-1.371, -2.252, 3.334)
C (-0.281, -1.561, 2.824)
C (3.420, -1.726, 2.504)
C (4.242, -0.667, 2.874)
C (5.316, -0.894, 3.726)
C (5.563, -2.172, 4.205)
C (4.734, -3.229, 3.844)
C (3.659, -3.007, 2.998)
H (2.928, -3.163, -0.034)
H (3.478, -1.546, -0.459)
H (-1.027, -3.287, -2.259)
H (-1.618, -5.608, -2.931)
H (0.142, -7.342, -3.028)
H (2.479, -6.768, -2.465)
H (3.064, -4.475, -1.803)
H (1.174, 0.630, -2.475)
H (2.346, 1.916, -4.229)
H (4.065, 0.813, -5.628)
H (4.606, -1.571, -5.274)
H (3.434, -2.860, -3.530)
H (1.061, -4.072, 0.952)
H (-0.888, -5.261, 1.850)
H (-2.443, -4.109, 3.389)
H (-2.044, -1.733, 4.005)
H (-0.148, -0.522, 3.105)
H (4.015, 0.328, 2.510)
H (5.950, -0.069, 4.023)
H (6.397, -2.346, 4.872)
H (4.921, -4.221, 4.234)
H (2.998, -3.827, 2.738)
F (-1.190, 1.951, 3.189)
B (-0.334, 1.871, 4.335)
F (-0.620, 0.696, 5.029)
F (-0.591, 3.016, 5.130)
F (0.992, 1.888, 3.882)
C (-4.221, -1.149, -0.671)
C (-4.114, -0.220, 0.517)
N (-4.820, -0.560, 1.625)
O (-3.403, 0.766, 0.483)
H (-4.933, -1.959, -0.514)
H (-3.228, -1.554, -0.875)
H (-4.521, -0.558, -1.536)
H (-5.454, -1.336, 1.640)
H (-4.782, 0.059, 2.418)

Löwdin atomic charge list, values in e, 5 entries: 1.28, 0.14, -0.21, 0.05, -0.30

Below is a 13-piece molecular cluster, C41H38BrCl48F9N5O2 overall at a distorted geometry, with properties calculated with ωB97M-V with the def2-TZVPD basis set.

Properties
* highest occupied orbital energy: -10.03 eV
* net charge: +1
* total energy: -27570.2293 hartree
* F_max: 0.136 hartree/bohr

Geometry (Å):
C (4.255, -0.319, 7.843)
C (4.616, 0.844, 7.322)
C (4.626, 2.289, 6.594)
C (3.236, 2.537, 5.748)
C (3.477, 3.331, 4.362)
N (3.424, 2.426, 3.136)
C (4.689, 1.633, 2.953)
C (5.929, 2.535, 2.348)
C (6.916, 1.699, 1.378)
C (2.348, 2.386, 2.304)
N (2.343, 1.568, 1.082)
C (2.238, 2.350, -0.180)
C (3.335, 3.575, -0.137)
C (3.538, 4.389, -1.501)
O (3.061, 5.587, -1.530)
Br (4.409, 3.806, -3.177)
N (2.487, 1.672, -1.446)
C (3.425, 0.570, -1.557)
C (4.991, 0.787, -1.306)
C (0.686, 2.887, -0.059)
C (0.294, 3.933, -1.233)
C (0.108, 4.708, -2.280)
C (-0.444, 1.774, -0.078)
F (-0.622, 1.159, 1.250)
F (-1.722, 2.459, -0.323)
C (-0.436, 0.532, -1.066)
F (-1.616, -0.235, -0.600)
F (0.614, -0.453, -0.820)
C (-0.783, 0.749, -2.616)
F (-2.182, 1.106, -2.825)
F (-0.018, 1.720, -3.325)
C (-0.610, -0.629, -3.513)
F (-1.047, -0.226, -4.846)
F (-1.490, -1.692, -3.134)
F (0.762, -1.020, -3.669)
C (0.453, 3.726, 1.337)
C (0.675, 5.324, 1.217)
C (-0.718, 6.166, 1.018)
O (-0.827, 6.820, -0.081)
N (-1.799, 6.228, 2.032)
C (-2.169, 7.633, 2.408)
C (-2.988, 5.392, 1.659)
N (1.178, 3.232, 2.526)
C (0.333, 2.883, 3.693)
C (-0.073, 4.273, 4.485)
C (0.578, 4.762, 5.688)
H (3.903, -1.404, 8.051)
H (4.797, 3.093, 7.402)
H (5.561, 2.309, 5.913)
H (2.784, 1.477, 5.591)
H (2.533, 3.079, 6.490)
H (4.569, 3.743, 4.416)
H (2.810, 4.260, 4.217)
H (4.566, 0.623, 2.427)
H (5.046, 1.369, 4.035)
H (5.540, 3.532, 1.880)
H (6.583, 2.881, 3.252)
H (7.996, 1.760, 1.813)
H (6.933, 2.060, 0.287)
H (6.623, 0.572, 1.462)
H (2.941, 0.748, 1.081)
H (4.337, 3.056, 0.165)
H (3.150, 4.360, 0.677)
H (2.180, 2.144, -2.299)
H (3.314, 0.087, -2.616)
H (3.100, -0.285, -0.826)
H (5.291, 0.230, -0.324)
H (5.392, 1.854, -1.313)
H (5.566, 0.215, -2.147)
H (-0.354, 5.181, -3.229)
H (-0.682, 3.644, 1.621)
H (1.049, 5.666, 2.273)
H (1.481, 5.673, 0.483)
H (-1.823, 8.440, 1.664)
H (-3.312, 7.667, 2.558)
H (-1.687, 7.879, 3.440)
H (-3.816, 6.025, 1.160)
H (-2.598, 4.552, 0.957)
H (-3.418, 4.905, 2.615)
H (0.870, 2.209, 4.479)
H (-0.670, 2.371, 3.470)
H (-0.972, 4.871, 4.078)
H (1.461, 5.509, 5.531)
H (0.286, 4.530, 6.772)
C (-4.490, 5.110, -2.454)
Cl (-6.128, 4.722, -1.876)
Cl (-4.370, 4.739, -4.189)
Cl (-4.166, 6.838, -2.191)
Cl (-3.295, 4.142, -1.562)
C (0.743, -4.028, -1.275)
Cl (0.787, -5.251, 0.018)
Cl (-0.624, -2.924, -1.003)
Cl (2.262, -3.102, -1.265)
Cl (0.549, -4.832, -2.849)
C (-6.112, 0.233, -3.577)
Cl (-7.354, -0.253, -2.401)
Cl (-6.803, 0.206, -5.214)
Cl (-5.547, 1.874, -3.194)
Cl (-4.745, -0.902, -3.497)
C (3.640, -8.071, -2.543)
Cl (2.881, -8.587, -4.066)
Cl (2.493, -7.077, -1.616)
Cl (4.086, -9.504, -1.588)
Cl (5.098, -7.118, -2.899)
C (-8.966, -3.326, -6.823)
Cl (-10.585, -3.431, -6.097)
Cl (-8.527, -4.902, -7.518)
Cl (-8.971, -2.095, -8.106)
Cl (-7.784, -2.872, -5.572)
C (-3.801, 9.801, -4.749)
Cl (-3.706, 11.347, -5.621)
Cl (-2.340, 8.843, -5.083)
Cl (-3.919, 10.113, -3.003)
Cl (-5.236, 8.902, -5.290)
C (5.848, -13.448, -1.267)
Cl (6.394, -14.557, 0.011)
Cl (7.255, -12.634, -1.986)
Cl (4.988, -14.367, -2.522)
Cl (4.753, -12.233, -0.568)
C (-5.324, -6.933, -5.575)
Cl (-6.123, -5.367, -5.289)
Cl (-4.641, -7.550, -4.053)
Cl (-6.512, -8.096, -6.204)
Cl (-4.017, -6.720, -6.762)
C (-2.881, -7.215, 0.388)
Cl (-4.126, -7.827, 1.500)
Cl (-3.530, -7.174, -1.266)
Cl (-2.400, -5.575, 0.877)
Cl (-1.461, -8.284, 0.439)
C (-0.834, -0.954, 4.837)
Cl (-0.861, -0.384, 3.150)
Cl (0.127, 0.165, 5.833)
Cl (-2.495, -1.026, 5.464)
Cl (-0.105, -2.574, 4.901)
C (-0.100, -12.162, 0.565)
Cl (-1.647, -11.435, 1.057)
Cl (0.622, -13.014, 1.948)
Cl (-0.381, -13.313, -0.759)
Cl (1.007, -10.882, 0.013)
C (-7.887, -6.560, -1.243)
Cl (-7.708, -8.297, -0.907)
Cl (-6.986, -5.625, -0.028)
Cl (-7.248, -6.200, -2.864)
Cl (-9.608, -6.117, -1.173)

Löwdin atomic charge list, values in e, 5 entries: 0.07, -0.11, -0.19, -0.16, -0.10

- Number 2 is which compound?
  C41H38BrCl48F9N5O2

- Which formula does entry 2 have?
  C41H38BrCl48F9N5O2

- Look up the F_max of the first one.
  0.014 hartree/bohr

- Which of these has the lowest F_max?
  C41H38BCsF4N6O3P2